The following is a DFT calculation (ωB97M-V with the def2-TZVPD basis set) of a molecular structure, C20H12AuCl5IN2O2.

Values from the calculation:
E_LUMO (alpha / beta) ... -5.263 / -5.262 eV
Orbital gap (alpha / beta) ... 6.380 / 6.381 eV
Net charge ... +1
Energy relative to the best compared isomer or geometry (same formula, charge and spin) ... 0.703 eV
DFT total energy ... -102405.4742 eV
HOMO level (alpha / beta) ... -0.4279 / -0.4279 hartree
Maximum force ... 0.00456 hartree/bohr

Structure (XYZ):
```
43
Properties=species:S:1:pos:R:3:mulliken_charge:R:1
Au -0.56 -0.32 -1.08 0.0617
C -2.94 0.43 3.93 -1.3330
C -3.18 1.36 2.78 0.7374
N -4.01 2.32 2.87 -0.5945
C -4.18 3.17 1.77 -0.3695
C -3.76 2.96 0.52 -0.1567
C -4.17 3.96 -0.52 -1.6604
O -3.09 4.87 -0.75 -0.4687
C -2.86 1.76 0.21 2.9415
C -1.66 2.31 -0.65 -1.0645
N -0.42 1.62 -0.57 -0.3204
C 0.71 2.32 -1.06 0.5977
C 0.69 3.69 -1.34 -0.2985
C 1.85 4.38 -1.65 -1.0319
C 3.07 3.75 -1.73 -0.6269
C 3.13 2.38 -1.51 -0.6891
C 1.96 1.71 -1.18 0.4776
I 2.10 -0.38 -0.98 0.0912
C -2.37 1.11 1.54 0.1090
O -1.44 0.35 1.59 -0.5412
H -3.58 0.72 4.76 0.3793
H -1.90 0.46 4.23 0.3357
H -3.16 -0.59 3.63 0.3232
H -4.78 4.04 1.98 0.4423
H -5.04 4.50 -0.14 0.5604
H -4.47 3.46 -1.45 0.4332
H -3.37 5.53 -1.39 0.3378
H -1.50 3.33 -0.32 1.4390
H -0.24 4.24 -1.32 0.4810
H 1.78 5.45 -1.84 0.4013
H 3.97 4.29 -1.97 0.3976
H 4.06 1.85 -1.60 0.3639
Cl -1.47 -2.52 -1.92 -0.2033
C -2.90 -1.56 -1.53 0.6567
C -2.56 -0.34 -1.04 -1.4301
C -3.47 0.55 -0.51 -0.3488
Cl -2.19 2.47 -2.39 -0.0957
C -4.81 0.14 -0.60 0.7248
Cl -6.09 1.12 0.01 -0.1187
C -5.18 -1.09 -1.17 0.1772
Cl -6.82 -1.55 -1.28 -0.1511
C -4.21 -1.99 -1.63 0.1922
Cl -4.57 -3.53 -2.27 -0.1584
```